(1)
This record from the OMol25 dataset describes 2 unconnected molecules or ions with the total composition C6H9N2OP. The level of theory is the ωB97M-V functional and the def2-TZVPD basis.

Charge   0
Energy relative to the best compared isomer or geometry (same formula, charge and spin)   75.2 kcal per mole
HOMO-LUMO gap   8.83 eV
LUMO   -0.041 Ha

XYZ file:
```
19
Properties=species:S:1:pos:R:3:forces:R:3:lowdin_charge:R:1
C -2.746 -0.030 1.349 0.26 -0.69 -1.50 -0.33
C -2.819 -2.208 -0.358 -0.57 0.18 0.47 -0.30
C 2.383 0.307 -0.841 -0.57 -2.35 0.36 -0.07
C 0.787 1.541 0.580 3.63 -2.43 1.42 -0.06
C 0.459 -0.843 -0.012 -2.96 0.86 0.91 0.00
C 0.899 0.456 -0.487 -0.89 1.10 -1.63 -0.55
N -3.251 0.050 2.362 -0.64 0.44 1.79 0.13
N -3.354 -3.234 -0.315 0.66 0.78 -0.19 0.11
O -2.435 0.388 -1.342 -0.13 0.01 0.00 -0.37
P -2.112 -0.518 -0.231 3.26 -1.20 -0.23 0.68
H 2.786 1.266 -1.025 0.63 0.77 -0.97 0.06
H 2.591 -0.556 -1.581 -0.13 1.78 1.01 0.12
H 2.761 0.037 0.149 0.78 -0.32 -0.22 0.08
H -0.122 1.928 0.738 -3.52 1.67 0.12 0.02
H 1.074 1.121 1.615 -0.32 0.19 -1.42 0.12
H 1.551 2.286 0.447 -0.05 0.70 -0.37 0.07
H 0.694 -0.997 1.025 -0.32 -0.57 0.46 0.08
H 0.607 -1.637 -0.674 -0.07 -1.36 -0.81 0.06
H 0.247 0.645 -1.398 0.94 0.43 0.78 0.14
```
Positions in Å, forces in eV/Å.

***

(2)
This record from the OMol25 dataset describes a molecular structure, C5H10N2OSi. The level of theory is the ωB97M-V functional and the def2-TZVPD basis.

Charge   0
HOMO-LUMO gap   8.51 eV
LUMO   0.031 Ha

XYZ file:
```
19
Properties=species:S:1:pos:R:3:forces:R:3:lowdin_charge:R:1
C 2.865 0.510 -0.471 2.46 1.93 -1.53 -0.11
C 1.741 -0.016 -1.123 -2.14 -0.90 -2.90 -0.06
C 2.744 0.215 0.831 0.91 -0.30 2.70 -0.12
C 1.005 -0.673 -0.158 0.45 0.46 -1.50 -0.42
C -0.276 -1.326 -0.222 -4.39 0.24 1.13 0.00
N -2.792 -0.797 0.638 -1.68 -0.49 0.67 -0.09
N -1.617 -0.202 0.587 4.02 0.25 -2.06 -0.36
O 1.630 -0.549 1.016 0.16 0.21 1.23 0.02
Si -1.562 1.471 0.054 1.20 0.52 -0.16 0.55
H 3.732 1.084 -0.956 -1.62 -0.95 0.95 0.14
H 1.399 0.017 -2.275 1.14 0.05 3.04 0.16
H 3.360 0.429 1.799 -1.31 -0.49 -2.29 0.16
H -0.767 -1.484 -1.275 1.38 0.12 2.13 0.13
H -0.534 -2.128 0.573 0.95 1.07 -1.78 0.12
H -2.794 -1.550 1.279 -0.23 -0.76 0.71 0.07
H -3.284 -1.028 -0.190 -0.31 -0.24 -1.14 0.07
H -2.863 1.981 0.357 -0.82 0.38 0.51 -0.11
H -0.485 2.058 1.013 -0.65 -0.16 -1.20 -0.05
H -1.502 1.988 -1.477 0.48 -0.94 1.48 -0.07
```
Positions in Å, forces in eV/Å.